[1]
C20H30F6N8O6ReS2 | ωB97M-V with the def2-TZVPD basis set

Properties
**HOMO energy (alpha / beta)**: -0.5382 / -0.5611 hartree
**Multiplicity**: 4
**Energy above the lowest of the compared OMol25 structures with the same formula, charge and spin**: 20.7 kJ/mol
**Calculated total energy**: -85525.4973 eV
**Net charge**: +2
**Strongest force on any atom**: 1.2 eV Å⁻¹

Each line ends with the Mulliken spin population.
Geometry (Å):
Re1 -0.818 0.493 0.681  2.37
O1 -4.248 -0.650 2.538  0.03
C1 -3.351 -0.382 1.794  0.02
O2 -2.192 0.154 2.085  0.04
C2 -3.454 -0.691 0.304  0.03
C3 -4.643 -1.077 -0.274  -0.01
C4 -4.668 -1.328 -1.638  0.02
C5 -3.488 -1.197 -2.362  -0.01
C6 -2.335 -0.807 -1.716  0.02
N1 -2.310 -0.557 -0.396  -0.02
H1 -5.519 -1.164 0.355  0.00
H2 -5.586 -1.609 -2.137  0.00
H3 -3.466 -1.401 -3.423  0.00
H4 -1.407 -0.678 -2.258  0.01
F1 0.097 4.515 3.922  0.00
C7 0.963 4.236 2.980  0.00
F2 1.536 5.322 2.521  0.00
F3 1.882 3.384 3.417  0.00
S1 0.131 3.372 1.554  0.01
O3 0.009 1.962 2.031  0.05
O4 0.999 3.486 0.420  0.01
N2 -1.257 4.057 1.416  0.01
S2 -2.088 3.616 0.150  0.00
O5 -2.051 2.134 0.021  0.03
O6 -1.842 4.297 -1.069  0.00
C8 -3.827 3.937 0.720  0.00
F4 -4.052 5.224 0.764  0.00
F5 -4.626 3.349 -0.156  0.00
F6 -3.973 3.381 1.911  0.00
C9 2.922 0.267 0.964  0.02
N3 2.826 0.546 -0.462  0.02
C10 4.077 0.230 -1.149  0.00
C11 1.821 1.168 -1.106  0.05
N4 0.504 0.983 -0.846  0.04
N5 2.138 1.892 -2.191  0.02
C12 3.322 2.750 -2.223  0.00
C13 1.152 2.160 -3.231  0.00
H5 3.683 0.915 1.406  0.00
H6 3.230 -0.769 1.110  0.00
H7 2.000 0.439 1.488  0.00
H8 4.358 -0.787 -0.870  0.00
H9 4.893 0.887 -0.842  0.00
H10 3.957 0.272 -2.227  0.00
H11 -0.016 1.620 -1.447  0.05
H12 3.805 2.778 -1.251  0.00
H13 3.009 3.767 -2.461  0.00
H14 4.032 2.429 -2.986  0.00
H15 0.443 2.946 -2.949  0.00
H16 0.606 1.251 -3.489  0.00
H17 1.678 2.497 -4.120  0.00
C14 0.701 -4.405 -1.413  0.00
C15 1.095 -3.020 -1.889  0.00
N6 0.734 -2.037 -0.871  0.02
C16 0.463 -2.301 0.417  -0.04
N7 0.084 -1.277 1.220  0.11
C17 0.132 -1.583 2.664  0.05
C18 -0.599 -2.885 2.933  0.00
C19 0.146 -3.984 2.203  0.00
N8 0.593 -3.545 0.873  0.02
C20 1.193 -4.572 0.015  0.00
H18 1.130 -5.163 -2.064  0.00
H19 -0.386 -4.513 -1.430  0.00
H20 0.586 -2.772 -2.820  0.00
H21 2.172 -2.980 -2.069  0.00
H22 0.744 -1.060 -1.125  0.01
H23 -0.313 -0.759 3.215  -0.02
H24 1.181 -1.677 2.965  0.01
H25 -1.630 -2.795 2.586  0.00
H26 -0.618 -3.097 4.000  0.00
H27 -0.482 -4.865 2.071  0.00
H28 1.028 -4.287 2.773  0.00
H29 0.906 -5.546 0.404  0.00
H30 2.282 -4.495 0.066  0.00

[2]
C20H30N3O8Si | ωB97M-V with the def2-TZVPD basis set

Properties
**HOMO energy**: -0.4355 hartree
**Multiplicity**: 1
**Calculated total energy**: -49947.2970 eV
**Net charge**: +1
**Strongest force on any atom**: 1.5 eV Å⁻¹

Each line ends with the natural charge from an NBO analysis.
Geometry (Å):
C1 0.856 -5.439 -1.276  -1.12
Si1 0.343 -4.158 -2.548  1.76
C2 -0.834 -4.862 -3.812  -1.14
C3 1.921 -3.536 -3.340  -1.13
N1 -0.529 -2.784 -1.710  -0.63
C4 -1.263 -2.879 -0.591  0.46
C5 -1.630 -4.064 0.239  -0.57
C6 -3.130 -4.007 0.473  0.44
O1 -3.614 -3.731 1.519  -0.46
N2 -1.711 -1.666 -0.251  -0.46
C7 -1.279 -0.729 -1.172  0.14
C8 -1.637 0.723 -1.019  -0.10
O2 -0.563 1.465 -0.490  -0.52
C9 -0.616 1.555 0.905  0.21
O3 -0.296 0.346 1.549  -0.56
C10 0.977 -0.201 1.220  -0.12
C11 2.165 0.614 1.678  -0.10
O4 2.488 0.411 3.037  -0.71
C12 -0.550 -1.430 -2.109  0.17
C13 0.083 -0.916 -3.355  -0.57
C14 1.117 0.156 -3.127  0.80
O5 1.865 0.191 -2.203  -0.57
O6 1.118 1.032 -4.129  -0.67
H1 1.880 -5.750 -1.438  0.27
H2 0.170 -6.279 -1.236  0.25
H3 0.833 -4.976 -0.288  0.24
H4 -0.592 -4.568 -4.829  0.26
H5 -0.838 -5.948 -3.786  0.26
H6 -1.860 -4.552 -3.612  0.25
H7 1.799 -3.247 -4.378  0.25
H8 2.300 -2.682 -2.775  0.26
H9 2.679 -4.305 -3.243  0.27
H10 -1.103 -4.051 1.188  0.27
H11 -1.429 -5.002 -0.268  0.26
H12 -3.741 -4.208 -0.421  0.13
H13 -2.257 -1.448 0.571  0.46
H14 -1.863 1.133 -2.000  0.22
H15 -2.503 0.805 -0.364  0.20
H16 0.035 2.358 1.236  0.17
H17 -1.620 1.803 1.237  0.18
H18 1.082 -0.405 0.154  0.19
H19 1.026 -1.154 1.744  0.19
H20 3.026 0.275 1.107  0.19
H21 2.057 1.673 1.442  0.17
H22 1.741 0.666 3.586  0.47
H23 0.557 -1.688 -3.945  0.27
H24 -0.703 -0.504 -3.986  0.27
H25 1.951 1.527 -4.089  0.51
C15 1.305 7.227 4.401  -0.17
C16 0.859 7.534 3.122  -0.20
C17 0.016 6.663 2.453  -0.21
C18 -0.367 5.494 3.085  0.07
C19 0.069 5.167 4.356  -0.21
C20 0.913 6.044 5.015  -0.20
N3 -1.273 4.574 2.386  0.52
O7 -1.625 4.862 1.260  -0.38
O8 -1.614 3.557 2.964  -0.40
H26 1.960 7.913 4.922  0.23
H27 1.166 8.454 2.646  0.23
H28 -0.336 6.893 1.459  0.25
H29 -0.245 4.248 4.828  0.25
H30 1.263 5.808 6.010  0.23

[3]
C20H30N4O2 | ωB97M-V with the def2-TZVPD basis set

Properties
**HOMO energy**: -0.3346 hartree
**Multiplicity**: 1
**Energy above the lowest of the compared OMol25 structures with the same formula, charge and spin**: 178.2 kJ/mol
**Calculated total energy**: -31283.3804 eV
**Net charge**: 0
**SMILES**: Cc1cc(C)n(C(=O)CCCCCCCCC(=O)n2nc(C)cc2C)n1
**Strongest force on any atom**: 1.1 eV Å⁻¹

Each line ends with the natural charge from an NBO analysis.
Geometry (Å):
C1 -2.783 -1.690 -1.218  -0.65
C2 -2.491 -0.316 -0.740  0.20
C3 -3.338 0.527 0.026  -0.34
C4 -2.651 1.697 0.190  0.21
C5 -3.051 2.958 0.854  -0.65
N1 -1.448 1.529 -0.463  -0.26
C6 -0.398 2.437 -0.580  0.74
O1 -0.402 3.486 0.014  -0.57
C7 0.675 1.972 -1.526  -0.52
C8 1.994 2.707 -1.313  -0.40
C9 3.027 2.394 -2.397  -0.39
C10 3.361 0.908 -2.546  -0.40
C11 4.070 0.324 -1.325  -0.40
C12 4.132 -1.205 -1.338  -0.39
C13 2.775 -1.896 -1.195  -0.40
C14 2.039 -1.494 0.079  -0.52
C15 0.829 -2.350 0.335  0.74
O2 0.620 -3.433 -0.153  -0.57
N2 -0.056 -1.778 1.246  -0.26
N3 0.116 -0.508 1.677  -0.29
C16 -0.865 -0.254 2.507  0.19
C17 -0.993 1.047 3.210  -0.65
C18 -1.710 -1.387 2.633  -0.34
C19 -1.174 -2.345 1.819  0.21
C20 -1.593 -3.746 1.584  -0.65
N4 -1.370 0.301 -1.021  -0.29
H1 -1.857 -2.215 -1.435  0.24
H2 -3.373 -1.643 -2.134  0.23
H3 -3.356 -2.234 -0.472  0.22
H4 -4.313 0.288 0.398  0.23
H5 -2.324 3.248 1.610  0.24
H6 -3.096 3.768 0.127  0.24
H7 -4.029 2.835 1.313  0.22
H8 0.778 0.894 -1.411  0.25
H9 0.303 2.153 -2.539  0.24
H10 2.388 2.454 -0.328  0.20
H11 1.799 3.781 -1.311  0.22
H12 2.649 2.760 -3.355  0.20
H13 3.944 2.945 -2.173  0.20
H14 2.442 0.356 -2.742  0.19
H15 4.004 0.781 -3.420  0.20
H16 3.572 0.650 -0.413  0.19
H17 5.090 0.714 -1.291  0.20
H18 4.595 -1.536 -2.271  0.20
H19 4.777 -1.531 -0.518  0.20
H20 2.930 -2.977 -1.182  0.22
H21 2.143 -1.676 -2.056  0.20
H22 1.715 -0.455 0.060  0.26
H23 2.697 -1.610 0.946  0.24
H24 -0.594 0.960 4.221  0.23
H25 -0.429 1.811 2.682  0.24
H26 -2.039 1.335 3.281  0.22
H27 -2.588 -1.467 3.241  0.23
H28 -2.511 -3.949 2.130  0.22
H29 -1.745 -3.934 0.523  0.24
H30 -0.816 -4.431 1.921  0.24

[4]
C20H30N4O3S | ωB97M-V with the def2-TZVPD basis set

Properties
**HOMO energy**: -0.3089 hartree
**Multiplicity**: 1
**Energy above the lowest of the compared OMol25 structures with the same formula, charge and spin**: 119.0 kJ/mol
**Calculated total energy**: -44166.5558 eV
**Net charge**: 0
**SMILES**: CCOCCCn1c(=S)[nH]c2cc(C(=O)NCCN(CC)CC)ccc2c1=O
**Strongest force on any atom**: 0.8 eV Å⁻¹

Each line ends with the natural charge from an NBO analysis.
Geometry (Å):
C1 5.028 1.977 2.499  -0.65
C2 4.523 0.536 2.488  -0.05
O1 4.894 -0.201 1.346  -0.57
C3 6.282 -0.456 1.224  -0.07
C4 6.500 -1.498 0.128  -0.43
C5 6.194 -0.956 -1.270  -0.23
N1 4.835 -0.444 -1.336  -0.45
C6 4.622 0.900 -1.238  0.32
S1 5.813 2.040 -1.281  -0.22
N2 3.335 1.328 -1.137  -0.59
C7 2.250 0.496 -1.066  0.28
C8 0.961 0.986 -0.879  -0.23
C9 -0.110 0.110 -0.806  -0.09
C10 -1.469 0.706 -0.600  0.66
O2 -1.769 1.796 -1.045  -0.62
N3 -2.305 -0.044 0.151  -0.60
C11 -3.672 0.338 0.406  -0.26
C12 -4.656 -0.541 -0.401  -0.21
N4 -6.040 -0.135 -0.360  -0.45
C13 -6.306 1.131 -1.030  -0.22
C14 -7.658 1.104 -1.738  -0.61
C15 -6.669 -0.209 0.948  -0.21
C16 -6.684 -1.623 1.517  -0.62
C17 0.099 -1.264 -0.956  -0.24
C18 1.374 -1.751 -1.147  -0.12
C19 2.461 -0.881 -1.193  -0.21
C20 3.824 -1.400 -1.345  0.69
O3 4.087 -2.577 -1.470  -0.59
H1 4.531 2.529 3.292  0.21
H2 6.100 2.015 2.669  0.21
H3 4.814 2.457 1.547  0.22
H4 4.869 0.015 3.395  0.16
H5 3.429 0.522 2.474  0.18
H6 6.822 0.468 0.974  0.18
H7 6.669 -0.839 2.180  0.17
H8 5.854 -2.354 0.326  0.23
H9 7.539 -1.827 0.153  0.22
H10 6.282 -1.764 -2.000  0.23
H11 6.874 -0.144 -1.529  0.24
H12 3.204 2.329 -1.068  0.43
H13 0.779 2.046 -0.789  0.24
H14 -2.002 -0.944 0.487  0.40
H15 -3.768 1.382 0.098  0.24
H16 -3.875 0.255 1.477  0.19
H17 -4.590 -1.572 -0.046  0.19
H18 -4.339 -0.530 -1.448  0.20
H19 -6.274 1.978 -0.326  0.17
H20 -5.528 1.293 -1.779  0.20
H21 -7.791 2.017 -2.314  0.21
H22 -8.477 1.026 -1.027  0.20
H23 -7.704 0.252 -2.410  0.21
H24 -6.201 0.480 1.673  0.16
H25 -7.703 0.115 0.814  0.20
H26 -7.363 -1.666 2.365  0.22
H27 -5.699 -1.932 1.859  0.20
H28 -7.028 -2.321 0.758  0.22
H29 -0.737 -1.949 -0.952  0.22
H30 1.563 -2.806 -1.265  0.24